No. 1
ORCA calculation (wB97M-V/def2-TZVPD) on a structure of composition C28H27N4OS2Y.

```
63
Properties=species:S:1:pos:R:3:forces:R:3:nbo_charge:R:1
Y -1.3925 -0.4048 0.0016 0.2 0.4 0.1 2.26
N -3.5983 -3.8906 1.0581 0.0 0.0 0.1 -0.72
C -2.8743 -3.0173 0.3958 -0.1 0.0 -0.2 0.73
O -2.1159 -2.2074 1.0164 -0.1 -0.4 0.3 -0.82
C -2.9224 -2.9394 -1.1011 0.0 0.1 0.0 -0.50
C -2.8906 -1.4583 -1.5350 0.1 0.1 0.1 -1.08
H -3.5486 -3.9342 2.0657 0.0 0.0 0.0 0.43
H -4.2114 -4.5303 0.5785 0.0 0.0 0.0 0.43
H -3.7543 -3.5218 -1.5042 0.0 0.0 0.1 0.23
H -2.0104 -3.4507 -1.4350 0.0 0.0 0.0 0.25
H -3.9146 -1.0695 -1.5337 0.0 0.0 0.0 0.23
H -2.5526 -1.3971 -2.5733 0.0 0.0 0.0 0.24
S 0.6884 5.4179 -4.1214 0.0 0.0 0.1 0.49
C -0.6154 6.4858 -4.3625 0.0 0.0 0.0 -0.37
C -1.7857 5.9821 -3.8808 0.0 0.1 0.0 -0.25
C -1.6182 4.7078 -3.2945 -0.1 -0.1 0.1 -0.20
C -0.3235 4.2586 -3.3406 0.0 0.2 -0.1 -0.27
C 0.2097 2.9936 -2.8503 0.1 -0.1 0.0 -0.06
C -0.5100 2.2282 -1.9168 -0.1 0.0 0.0 0.11
N -0.1051 1.0626 -1.4375 0.0 0.0 -0.1 -0.61
C 1.0848 0.5589 -1.8556 0.0 0.1 -0.1 0.19
C 1.8854 1.2439 -2.7755 0.0 0.0 0.1 0.00
C 3.1286 0.6603 -3.1988 0.0 0.0 0.0 -0.17
C 3.5278 -0.5370 -2.7273 0.0 0.0 0.0 -0.16
C 2.7239 -1.2634 -1.7831 0.0 0.1 0.0 -0.10
C 3.0968 -2.5146 -1.2785 0.0 -0.1 0.0 -0.08
C 2.2968 -3.1880 -0.3711 0.1 0.1 -0.1 -0.07
C 1.1077 -2.5455 0.0073 -0.1 0.0 0.1 0.11
N 0.7194 -1.3666 -0.4604 0.0 -0.1 0.0 -0.61
C 1.5138 -0.7129 -1.3474 0.0 -0.1 -0.1 0.20
C 2.6417 -4.4948 0.1787 0.2 -0.1 0.1 -0.27
C 1.8323 -5.3725 0.8524 -0.1 0.0 0.0 -0.20
C 2.4934 -6.5637 1.2275 0.0 -0.1 -0.1 -0.25
C 3.7954 -6.5780 0.8276 0.0 0.1 0.1 -0.37
S 4.2359 -5.1384 0.0332 -0.1 0.0 -0.1 0.49
C 1.4239 2.4729 -3.2629 -0.1 0.0 0.0 -0.12
H -0.4512 7.4322 -4.8520 0.0 0.0 0.0 0.26
H -2.7301 6.5005 -3.9473 0.0 0.0 0.0 0.25
H -2.4436 4.1420 -2.8843 0.0 0.0 0.0 0.22
H -1.4605 2.6020 -1.5501 0.0 0.0 0.0 0.20
H 3.7356 1.2031 -3.9116 0.0 0.0 0.0 0.24
H 4.4620 -0.9755 -3.0530 0.0 0.0 0.0 0.24
H 4.0235 -2.9598 -1.6217 0.0 0.0 0.0 0.24
H 0.4467 -3.0137 0.7270 0.0 0.0 0.0 0.22
H 0.7856 -5.1948 1.0588 0.0 0.0 0.0 0.21
H 2.0240 -7.3800 1.7551 0.0 0.0 0.0 0.24
H 4.5267 -7.3565 0.9739 0.0 0.0 0.0 0.26
H 2.0248 3.0049 -3.9912 0.0 0.0 0.0 0.24
C 0.5876 2.1340 4.7988 0.0 0.0 0.0 -0.59
C -0.8599 2.3011 4.3069 0.0 0.1 0.2 -0.18
C -1.8566 1.7508 5.3418 0.0 0.0 0.0 -0.59
C -1.1612 3.7744 3.9837 0.0 0.0 0.0 -0.59
C -1.0155 1.5279 3.0762 0.0 -0.1 -0.1 0.58
N -1.1358 0.9196 2.1082 -0.2 -0.1 -0.3 -0.61
H 0.7039 2.7107 5.7153 0.0 0.0 0.0 0.24
H 1.3024 2.5072 4.0658 0.0 0.0 0.0 0.22
H 0.8144 1.0912 5.0191 0.0 0.0 0.0 0.23
H -1.7445 2.3206 6.2632 0.0 0.0 0.0 0.24
H -1.6589 0.7021 5.5623 0.0 0.0 0.0 0.23
H -2.8854 1.8552 4.9984 0.0 0.0 0.0 0.23
H -1.0446 4.3561 4.8970 0.0 0.0 0.0 0.24
H -2.1824 3.9028 3.6256 0.0 0.0 0.0 0.23
H -0.4691 4.1659 3.2385 0.0 0.0 0.0 0.22
```
Positions in Å, forces in eV/Å.

- Net charge: +2
- Largest force on an atom: 0.5 eV Å⁻¹
- Molecular weight: 588.591 g mol⁻¹
- Kohn-Sham gap: 6.76 eV

***

No. 2
ORCA calculation (wB97M-V/def2-TZVPD) on a cluster of 8 separate species, C16H49ClN3O11 in total in a non-equilibrium geometry.

```
80
Properties=species:S:1:pos:R:3:forces:R:3:mulliken_charge:R:1
Cl -1.1131 -0.5084 -0.9904 -0.6 -0.6 -2.7 1.63
O -0.1323 0.0069 -0.0737 0.0 -0.5 0.8 -0.62
O -0.5002 -1.3054 -2.0388 0.8 -1.2 1.0 -0.68
O -2.1842 -1.2785 -0.3550 1.1 0.6 0.4 -0.66
O -1.6638 0.5700 -1.7491 -1.2 1.7 0.6 -0.68
O 1.8779 -1.1931 3.6984 0.2 -0.1 0.0 -0.62
H 1.0938 -0.7633 3.3567 -0.2 0.1 -0.3 0.32
H 1.7298 -1.2472 4.6425 0.0 0.0 0.2 0.30
O 3.5888 -1.8309 -0.1459 0.3 0.0 0.2 -0.64
H 3.8440 -2.1374 -1.0160 0.0 -0.2 -0.2 0.30
H 2.7954 -1.3168 -0.2956 -0.4 0.2 0.0 0.33
C 2.7586 2.6514 -3.6732 -0.3 1.0 0.5 -1.48
C 2.1329 3.8850 -4.3848 -0.4 -0.2 2.2 0.46
C 2.7323 5.2559 -3.9214 -1.2 -1.1 1.2 -0.74
O 2.4457 5.5042 -2.4694 1.2 -0.3 -2.8 -0.28
C 3.6126 5.2184 -1.7384 -0.6 -0.6 0.7 -0.70
N 2.3061 3.7523 -5.7833 0.4 0.3 -1.7 -0.72
H 2.6437 2.7442 -2.5932 0.0 -0.2 0.0 0.30
H 3.8246 2.6046 -3.8957 0.2 -0.1 -0.1 0.39
H 2.2749 1.7232 -3.9773 0.0 0.1 -0.1 0.39
H 1.0924 3.9322 -4.0635 -0.3 -0.1 -0.5 0.32
H 2.2836 6.1029 -4.4404 0.2 -0.3 -0.3 0.30
H 3.7907 5.1191 -4.1432 0.4 0.8 0.4 0.32
H 3.9140 4.1835 -1.9005 0.0 -0.2 0.3 0.29
H 3.2654 5.3555 -0.7143 0.7 0.0 0.2 0.26
H 4.4957 5.8006 -2.0017 -0.2 0.6 0.0 0.28
H 1.8238 2.9666 -6.1958 -0.6 0.0 0.3 0.30
H 3.2654 3.4541 -5.8883 0.5 0.2 -0.4 0.30
C 0.8441 -6.7630 0.8966 -1.1 -0.4 0.7 -1.35
C -0.5192 -7.2755 0.3098 0.5 0.6 1.0 0.33
C -1.8394 -6.9843 1.1664 2.2 -0.3 -0.2 -0.59
O -1.5520 -7.0388 2.5721 0.1 -0.9 -0.8 -0.28
C -2.7121 -6.9565 3.3597 -0.6 1.1 -0.5 -0.72
N -0.6773 -6.7426 -1.0700 -0.4 -0.5 0.9 -0.70
H 1.7005 -7.0842 0.3036 -0.3 0.4 -0.5 0.34
H 1.0190 -7.2574 1.8521 -0.3 0.0 0.2 0.36
H 0.8400 -5.7006 1.1401 0.1 0.1 -0.5 0.33
H -0.4093 -8.3580 0.3757 -0.1 -0.2 -0.8 0.25
H -2.5162 -7.7811 0.8581 -0.5 0.0 0.2 0.30
H -2.2171 -6.0242 0.8149 -0.3 0.3 0.5 0.34
H -3.0703 -5.9429 3.1793 -0.5 0.2 0.6 0.29
H -2.5558 -7.1237 4.4253 0.6 0.1 -0.2 0.24
H -3.5316 -7.6104 3.0615 0.1 -0.5 -0.3 0.30
H -0.8960 -5.7663 -0.9314 0.6 0.7 0.0 0.29
H -1.5813 -7.0290 -1.4175 -0.2 -0.7 -0.4 0.27
C -2.7038 4.5188 2.1397 -0.4 0.5 -0.7 -1.53
C -1.9043 5.5868 1.3566 -2.1 -0.4 0.2 0.87
C -1.6903 6.8645 2.1257 0.7 0.9 1.0 -0.87
O -2.8123 7.5912 2.6435 0.0 0.3 -0.7 -0.32
C -2.4180 8.6834 3.5219 -0.2 -2.2 -0.5 -0.66
N -0.6445 5.0475 0.9161 0.6 0.1 0.4 -0.75
H -3.2632 3.8792 1.4570 0.5 -0.4 -0.3 0.38
H -3.5409 4.9669 2.6751 0.4 0.3 0.5 0.34
H -2.0448 3.9167 2.7653 -0.1 0.1 0.1 0.38
H -2.4712 5.8631 0.4675 -0.6 0.1 -0.1 0.23
H -1.1337 7.5108 1.4470 0.3 0.4 0.0 0.30
H -1.0843 6.6557 3.0073 0.6 -0.2 0.0 0.35
H -1.6941 8.2308 4.1996 0.0 0.3 0.6 0.32
H -3.3587 8.9210 4.0185 0.4 0.5 0.1 0.23
H -1.8989 9.5157 3.0466 -0.4 0.1 -0.4 0.26
H -0.1761 5.7440 0.3543 0.2 -0.1 -0.2 0.20
H -0.8509 4.2589 0.3198 0.2 -0.2 -0.1 0.28
C 2.2704 -5.8628 -5.3287 -0.5 0.3 -1.7 -1.11
C 2.8957 -4.6696 -4.5368 0.2 -1.2 -0.2 -0.20
O 2.9503 -4.9765 -3.1593 0.4 -0.2 0.4 -0.51
H 2.6635 -6.8747 -5.2305 0.0 0.1 1.6 0.31
H 2.3738 -5.9292 -6.4117 0.9 1.4 -0.6 0.39
H 1.1843 -5.8725 -5.4202 -0.3 -0.1 1.3 0.34
H 2.4426 -3.6820 -4.6230 -0.6 -0.2 -0.7 0.25
H 3.9321 -4.5303 -4.8444 0.1 -0.1 0.0 0.23
H 2.0741 -5.2008 -2.8376 -0.2 0.0 0.0 0.28
C -3.3605 0.5009 5.2380 -0.2 1.3 0.3 -1.14
C -2.5851 -0.5128 4.4451 0.1 -0.1 -0.4 0.05
O -3.5125 -1.4985 4.0678 -0.5 -0.8 -0.3 -0.56
H -2.7238 1.2582 5.6954 0.2 -0.1 0.2 0.33
H -4.0332 0.1160 6.0044 0.4 -0.6 0.1 0.32
H -4.0487 1.0792 4.6215 0.1 -0.1 -0.5 0.27
H -1.7454 -0.9752 4.9638 0.0 0.0 0.7 0.19
H -2.1107 -0.0993 3.5551 -0.2 0.5 -0.1 0.21
H -3.3016 -1.8367 3.1944 0.1 0.0 -0.1 0.32
```
Positions in Å, forces in eV/Å.

- Net charge: -1
- ΔE to the lowest compared entry with this formula, charge and spin: 18.0 kJ/mol
- Largest force on an atom: 3.1 eV Å⁻¹
- Molecular weight: 495.031 g mol⁻¹
- Kohn-Sham gap: 8.43 eV

***

No. 3
ORCA calculation (wB97M-V/def2-TZVPD) on a structure of composition C16H31F3O3P2PbS in a non-equilibrium geometry.

```
57
Properties=species:S:1:pos:R:3:forces:R:3:nbo_charge:R:1
P -0.8691 2.6184 -1.0055 0.6 -0.7 -2.4 1.51
P -1.6618 -1.3126 -1.3362 0.8 1.3 -2.7 1.46
C -1.6238 1.4485 -2.1568 -1.4 1.1 -0.7 -0.86
C -2.4837 0.3222 -1.5931 -0.7 -0.8 0.0 -0.71
H -0.6972 1.0732 -2.6778 -0.1 -0.1 0.6 0.35
H -2.2164 2.0176 -2.8881 -0.2 0.0 0.2 0.23
H -2.9890 0.5762 -0.6457 0.1 0.0 -0.3 0.22
H -3.2683 0.0766 -2.3304 0.0 0.3 0.3 0.24
C -1.9541 -2.2280 -2.8970 -0.6 -0.1 0.0 -0.96
H -1.6359 -3.2815 -2.8104 0.1 0.5 0.0 0.25
H -1.4388 -1.7490 -3.7452 -0.1 -0.1 0.5 0.27
H -3.0392 -2.2251 -3.0973 0.3 -0.1 0.0 0.23
C -2.5743 -2.2713 -0.1044 -0.2 -0.1 0.3 -0.97
H -3.3723 -2.8327 -0.6177 0.3 0.2 0.1 0.26
H -3.0563 -1.6006 0.6218 0.3 -0.2 -0.1 0.25
H -1.9243 -2.9925 0.4129 -0.2 0.3 -0.1 0.27
C 0.0527 3.7281 -2.1069 -0.4 0.6 -0.3 -0.97
H 0.8713 4.1971 -1.5518 -0.1 -0.2 0.1 0.27
H -0.5872 4.5136 -2.5306 0.0 -0.2 0.1 0.23
H 0.5078 3.1864 -2.9495 -0.2 -0.2 0.5 0.27
C -2.1175 3.5332 -0.1105 -0.6 0.5 0.1 -0.99
H -2.9819 2.8964 0.1119 0.2 0.1 0.0 0.24
H -2.4674 4.3914 -0.6979 0.0 -0.1 0.2 0.25
H -1.7021 3.8947 0.8375 0.0 0.0 -0.1 0.25
Pb -0.8578 -1.3288 3.6425 0.9 -0.3 -0.2 1.27
C 0.2101 -0.9327 -1.4282 1.7 -0.7 1.5 -0.41
C 0.7410 0.0948 -2.3525 -1.5 0.1 0.0 -0.67
C 2.1421 0.5875 -2.2285 1.3 -0.6 0.5 -0.38
C 2.6713 0.9278 -0.7987 0.3 -0.5 -1.5 -0.42
C 1.8775 1.9815 -0.2062 -0.9 1.6 1.2 -0.57
C 0.4526 1.9276 0.0751 1.5 -0.6 2.6 -0.50
C -0.0449 0.5768 0.6893 0.2 0.7 0.4 -0.43
C 0.4620 -0.7343 0.1167 0.4 -0.7 -0.3 -0.42
C 0.5638 0.2959 4.1504 -0.3 0.8 0.5 -1.20
H 0.6549 -1.9023 -1.7172 -0.6 -0.7 0.5 0.19
H 0.5274 -0.1574 -3.3942 0.1 -0.4 -0.2 0.17
H 2.2876 1.4926 -2.8471 0.0 -0.3 0.1 0.18
H 2.7982 -0.2128 -2.6186 0.4 0.2 -0.2 0.15
H 2.7070 0.0013 -0.2052 0.4 0.2 -0.3 0.15
H 3.7161 1.2829 -0.8606 -0.4 -0.2 -0.2 0.21
H 2.3881 2.8997 0.0796 -0.2 -0.1 0.0 0.19
H 0.2926 2.7026 0.8692 0.0 -0.3 -0.1 0.21
H -1.1432 0.5600 0.6697 -0.5 0.0 0.0 0.14
H 0.2206 0.6066 1.7575 0.0 0.0 -0.5 0.22
H 1.5011 -0.9321 0.4068 -0.5 0.3 -0.3 0.25
H -0.0575 -1.5451 0.6631 0.0 0.1 -0.2 0.17
H 1.1521 0.0186 5.0387 -0.3 0.2 -0.2 0.25
H -0.0952 1.1584 4.3661 0.6 0.0 0.0 0.21
H 1.2530 0.5327 3.3269 -0.3 -0.1 0.3 0.26
F 3.0744 -4.2911 2.2353 -0.6 0.0 0.9 -0.31
C 2.3464 -4.3207 3.3748 0.1 -0.4 -0.2 0.73
F 1.2237 -5.0400 3.1503 0.6 0.3 0.1 -0.32
F 3.0743 -4.9382 4.3276 -0.6 0.6 -0.6 -0.31
S 1.8803 -2.5704 3.8496 0.5 -0.2 -0.1 2.31
O 3.1164 -1.9720 4.2552 -0.6 -0.2 -0.2 -0.90
O 1.2699 -2.0686 2.5869 0.0 -0.5 0.9 -1.00
O 0.8227 -2.6814 4.8939 0.3 -0.1 -0.8 -1.00
```
Positions in Å, forces in eV/Å.

- Net charge: 0
- ΔE to the lowest compared entry with this formula, charge and spin: 494.1 kJ/mol
- Largest force on an atom: 3.1 eV Å⁻¹
- Molecular weight: 629.630 g mol⁻¹
- Kohn-Sham gap: 3.31 eV

***

No. 4
ORCA calculation (wB97M-V/def2-TZVPD) on a structure of composition C26H39BF4N6OS2SiV in a non-equilibrium geometry.

```
81
Properties=species:S:1:pos:R:3:forces:R:3:mulliken_charge:R:1
V -0.3876 0.8032 -0.3645 -0.8 -1.2 -0.5 0.48
N -1.1448 -0.5890 -1.8365 0.0 -0.4 -0.4 0.10
C -1.3289 -0.0281 -3.1783 0.1 0.1 0.1 -0.56
C -0.3973 1.1675 -3.3358 -0.1 0.0 0.1 -0.67
N -0.5799 2.0182 -2.1414 -0.2 -0.2 -0.5 -0.13
H -0.3776 -1.2686 -1.8102 -0.1 -0.1 -0.1 0.03
H -1.9768 -1.0708 -1.4815 0.0 0.0 0.0 0.05
H -2.3564 0.3143 -3.2824 -0.1 -0.1 0.1 0.23
H -1.1419 -0.7545 -3.9723 0.0 -0.1 0.0 0.45
H -0.6196 1.7020 -4.2631 0.0 0.0 -0.1 0.50
H 0.6415 0.8319 -3.3666 0.0 0.0 0.0 0.33
H -1.5623 2.3002 -2.0835 0.1 0.1 -0.1 -0.03
H -0.0253 2.8623 -2.1830 0.1 0.0 0.0 0.33
C 4.3620 -3.2892 0.8348 -0.2 0.0 0.0 -1.06
Si 4.6769 -2.2900 -0.7259 0.5 -0.1 0.2 0.33
C 6.5281 -1.8589 -0.5561 0.0 0.2 0.0 -1.23
C 4.6685 -3.3614 -2.2708 -0.2 0.0 -0.1 -1.08
C 3.7849 -0.6426 -0.7619 -0.4 -0.1 0.0 0.41
C 4.4354 0.5651 -0.7330 0.0 0.0 0.0 0.21
C 3.6922 1.7483 -0.7603 0.3 0.1 -0.1 -1.13
C 2.3291 1.6553 -0.7501 -0.3 0.1 0.0 -0.47
N 1.6275 0.5016 -0.7441 1.2 -0.5 -0.2 0.79
C 2.3458 -0.6628 -0.8179 0.1 0.0 -0.2 -0.51
S 1.6126 -2.1945 -1.0678 0.1 0.1 0.1 -0.69
H 5.1032 -4.0883 0.9428 0.0 0.1 0.0 0.31
H 3.3656 -3.7302 0.8377 0.0 0.0 0.0 0.32
H 4.4390 -2.6334 1.7086 0.0 0.0 0.0 0.31
H 7.1048 -2.7856 -0.4752 0.0 0.0 0.0 0.31
H 6.7316 -1.2624 0.3408 0.0 0.0 -0.1 0.29
H 6.9110 -1.3045 -1.4212 0.0 0.0 0.1 0.29
H 5.5789 -3.9694 -2.3113 0.0 0.1 0.0 0.31
H 4.6340 -2.7393 -3.1708 0.0 0.0 0.0 0.33
H 3.7996 -4.0184 -2.2961 0.0 0.0 0.0 0.30
H 5.5204 0.6024 -0.6941 0.0 0.0 0.0 0.32
H 4.1663 2.7203 -0.7679 0.0 0.0 0.0 0.38
H 1.7263 2.5539 -0.7191 0.0 0.0 0.1 0.32
C -0.8636 -1.3073 3.4861 0.1 0.0 -0.2 -0.97
S -1.5421 -1.4566 1.8120 0.2 0.4 0.7 0.54
C -2.8480 -0.2565 2.0698 -0.1 0.0 -0.3 -0.64
O -0.4698 -0.7355 1.0174 -0.2 -0.3 -0.1 -0.51
H -0.5530 -0.2723 3.6366 -0.1 0.0 0.1 0.23
H 0.0046 -1.9653 3.5278 0.0 0.0 0.0 0.37
H -1.6111 -1.6187 4.2176 0.0 0.0 0.0 0.38
H -3.4921 -0.6089 2.8759 0.0 0.0 0.0 0.64
H -3.4062 -0.1891 1.1379 0.0 0.0 0.1 -0.25
H -2.3859 0.7078 2.2913 0.0 0.0 0.0 0.24
N -7.5307 -3.9648 -0.6171 0.0 0.0 0.0 -0.73
C -6.3748 -3.8542 -0.5733 0.2 0.1 0.1 0.20
C -4.9671 -3.8012 -0.5025 0.1 -0.1 0.0 -0.20
C -4.1778 -5.0240 -0.5142 -0.2 0.0 0.0 -0.53
C -2.8034 -4.9004 -0.4613 0.0 0.2 0.0 -0.85
C -2.2047 -3.6519 -0.3760 -0.1 0.0 0.0 -0.28
N -2.9575 -2.4760 -0.3087 -0.1 -0.1 -0.3 -0.21
C -4.2652 -2.5854 -0.3944 0.0 -0.1 0.0 0.00
H -4.6696 -5.9857 -0.5729 0.0 0.0 0.0 0.41
H -2.1745 -5.7846 -0.4819 0.0 0.0 0.0 0.36
H -1.1270 -3.5285 -0.3404 -0.1 0.0 0.0 0.31
H -4.8260 -1.6513 -0.3871 0.0 0.0 0.0 0.40
F -3.5449 2.5366 -2.3638 -0.1 -0.1 0.1 -0.42
B -4.0468 1.5157 -1.5030 0.0 0.0 -0.1 0.29
F -2.9612 1.1495 -0.6352 -0.1 0.0 0.0 0.11
F -5.1110 1.9873 -0.7396 0.2 0.0 -0.1 -0.34
F -4.4176 0.4020 -2.2660 0.0 0.2 0.1 -0.40
C -2.0909 4.3387 0.2843 0.1 -0.1 0.1 -1.02
C -1.0512 4.3436 1.3707 -0.1 0.1 0.0 0.88
C -0.9126 5.4238 2.2265 0.0 0.0 0.0 -0.67
C 0.0308 5.4441 3.2523 0.0 0.0 -0.1 -0.78
C 0.8459 4.3249 3.4124 -0.1 0.0 0.0 -0.74
C 0.7494 3.2240 2.5790 0.0 -0.1 0.0 0.95
C 1.6479 2.0267 2.7583 -0.1 0.2 0.0 -1.16
C -0.2033 3.2022 1.5072 0.2 -0.1 -0.2 -0.53
N -0.2780 2.1462 0.6847 0.0 1.9 1.7 0.36
H -2.8479 5.1043 0.4641 0.0 0.0 0.0 0.45
H -2.5847 3.3668 0.2284 0.0 0.0 0.0 -0.13
H -1.6473 4.5224 -0.7020 0.0 0.0 0.0 0.20
H -1.5621 6.2852 2.0882 0.0 0.0 0.0 0.34
H 0.1251 6.3035 3.9052 0.0 0.0 0.0 0.35
H 1.5804 4.3111 4.2145 0.0 0.0 0.0 0.35
H 2.0963 2.0182 3.7551 0.0 0.0 0.0 0.43
H 2.4546 2.0253 2.0187 0.0 -0.1 0.0 0.16
H 1.0877 1.1036 2.5951 0.0 0.0 0.0 -0.07
```
Positions in Å, forces in eV/Å.

- ⟨S²⟩: 3.817
- Net charge: -2
- 2S+1: 4
- ΔE to the lowest compared entry with this formula, charge and spin: 15.6 kJ/mol
- Largest force on an atom: 2.6 eV Å⁻¹
- Molecular weight: 681.607 g mol⁻¹
- Kohn-Sham gap (spin up / spin down): 3.67 / 6.10 eV